<1>
Molecular formula: C24H76N6O11
Method: DFT, ωB97M-V with the def2-TZVPD basis set

Cartesian coordinates (Å):
1 C 7.631 6.672 -4.661
2 O 6.304 6.652 -4.092
3 C 5.623 5.382 -4.260
4 C 4.198 5.467 -3.616
5 C 4.140 5.365 -2.109
6 N 3.453 4.304 -4.117
7 H 7.477 6.786 -5.734
8 H 8.169 5.730 -4.552
9 H 8.203 7.553 -4.371
10 H 5.467 5.170 -5.318
11 H 6.052 4.481 -3.821
12 H 3.705 6.309 -4.103
13 H 4.361 4.347 -1.788
14 H 3.161 5.712 -1.777
15 H 4.871 5.954 -1.556
16 H 2.540 4.289 -3.687
17 H 3.197 4.540 -5.065
18 C -1.207 5.581 3.240
19 O -0.124 5.464 4.125
20 C -0.169 6.456 5.151
21 C 1.097 6.245 6.082
22 C 1.076 4.947 6.942
23 N 1.240 7.225 7.162
24 H -1.288 6.477 2.625
25 H -2.130 5.388 3.788
26 H -1.054 4.824 2.471
27 H -0.359 7.464 4.782
28 H -1.041 6.215 5.758
29 H 1.988 6.352 5.464
30 H 2.001 4.699 7.464
31 H 0.853 4.089 6.308
32 H 0.302 4.956 7.709
33 H 0.724 6.895 7.965
34 H 0.762 8.055 6.840
35 C -5.611 2.103 4.588
36 O -6.779 2.847 4.374
37 C -7.446 3.185 5.539
38 C -8.759 3.891 5.394
39 C -8.661 5.198 4.573
40 N -9.345 4.282 6.641
41 H -5.943 1.216 5.127
42 H -4.935 2.758 5.138
43 H -5.121 1.849 3.648
44 H -7.691 2.303 6.130
45 H -6.807 3.713 6.246
46 H -9.487 3.318 4.820
47 H -8.446 4.828 3.570
48 H -7.755 5.771 4.765
49 H -9.475 5.923 4.556
50 H -9.280 3.479 7.250
51 H -8.767 4.973 7.097
52 C 2.118 -2.836 -7.266
53 O 2.214 -3.832 -8.296
54 C 3.332 -4.667 -8.071
55 C 3.612 -5.499 -9.355
56 C 4.915 -6.284 -9.233
57 N 3.787 -4.604 -10.492
58 H 2.824 -2.048 -7.529
59 H 2.428 -3.231 -6.299
60 H 1.073 -2.576 -7.097
61 H 4.178 -4.024 -7.829
62 H 3.042 -5.216 -7.175
63 H 2.768 -6.165 -9.538
64 H 4.960 -7.246 -9.744
65 H 5.134 -6.584 -8.208
66 H 5.776 -5.722 -9.593
67 H 2.952 -4.040 -10.431
68 H 4.477 -3.885 -10.326
69 C -1.047 -4.117 4.861
70 O -1.260 -4.113 6.277
71 C -0.621 -3.015 6.977
72 C -1.166 -2.941 8.435
73 C -0.660 -1.694 9.159
74 N -0.705 -4.142 9.138
75 H -1.629 -3.307 4.421
76 H -1.348 -5.075 4.437
77 H -0.002 -4.024 4.568
78 H 0.467 -2.967 6.935
79 H -0.990 -2.156 6.416
80 H -2.252 -3.008 8.498
81 H 0.417 -1.720 9.323
82 H -1.148 -1.591 10.128
83 H -0.913 -0.759 8.659
84 H 0.242 -3.934 9.421
85 H -0.571 -4.760 8.350
86 C -1.468 -8.686 -6.254
87 O -2.234 -8.788 -5.069
88 C -2.894 -7.593 -4.571
89 C -1.896 -6.591 -4.063
90 C -0.827 -7.182 -3.149
91 N -2.601 -5.498 -3.418
92 H -2.053 -8.108 -6.969
93 H -1.076 -9.645 -6.594
94 H -0.549 -8.131 -6.065
95 H -3.531 -7.078 -5.290
96 H -3.523 -7.836 -3.714
97 H -1.381 -6.189 -4.936
98 H -0.039 -6.429 -3.117
99 H -0.301 -8.081 -3.473
100 H -1.195 -7.260 -2.126
101 H -1.836 -4.948 -3.052
102 H -3.004 -4.860 -4.089
103 O 0.684 0.692 2.602
104 H 0.619 1.606 2.876
105 H 1.464 0.362 3.048
106 O -2.928 1.259 -4.928
107 H -2.252 0.960 -4.319
108 H -3.228 0.461 -5.362
109 O -0.306 -0.177 -1.497
110 H 0.586 -0.365 -1.792
111 H -0.292 -0.364 -0.559
112 O 4.157 -3.400 -0.956
113 H 4.444 -3.562 -0.058
114 H 4.381 -2.483 -1.117
115 O 5.270 0.456 -3.078
116 H 5.741 0.314 -3.899
117 H 4.749 1.243 -3.234

Output
SMILES string: COC[C@H](C)N.COC[C@H](C)N.COC[C@H](C)N.COC[C@H](C)N.COC[C@H](C)N.COC[C@H](C)N.O.O.O.O.O
E_HOMO, eV: -9.348
M, g/mol: 624.90
Gap between HOMO and LUMO, eV: 9.255
LUMO energy, eV: -0.093

<2>
Molecular formula: C24H76N6O11
Method: DFT, ωB97M-V with the def2-TZVPD basis set

Cartesian coordinates (Å):
1 C 0.784 -5.669 5.374
2 O 1.389 -4.839 6.385
3 C 0.736 -4.900 7.712
4 C 1.155 -6.217 8.488
5 C 0.342 -6.255 9.756
6 N 2.559 -6.128 8.855
7 H -0.277 -5.515 5.175
8 H 0.828 -6.618 5.907
9 H 1.364 -5.613 4.453
10 H 1.037 -3.999 8.246
11 H -0.337 -4.704 7.718
12 H 1.016 -7.175 7.988
13 H 0.828 -6.922 10.468
14 H -0.682 -6.550 9.527
15 H 0.291 -5.235 10.137
16 H 3.084 -6.598 8.131
17 H 2.748 -5.136 8.889
18 C 2.086 -0.232 -4.579
19 O 1.921 -0.204 -3.236
20 C 1.302 -1.298 -2.563
21 C 1.220 -0.855 -1.045
22 C 0.383 0.425 -0.794
23 N 2.593 -0.565 -0.495
24 H 2.624 0.711 -4.679
25 H 1.114 -0.311 -5.065
26 H 2.782 -0.999 -4.918
27 H 0.320 -1.421 -3.019
28 H 1.943 -2.151 -2.787
29 H 0.696 -1.582 -0.424
30 H 1.055 1.274 -0.923
31 H -0.029 0.459 0.215
32 H -0.482 0.510 -1.451
33 H 2.952 0.082 -1.183
34 H 2.368 0.081 0.249
35 C 3.933 5.596 -4.489
36 O 2.628 5.640 -5.017
37 C 1.612 5.693 -3.978
38 C 0.214 5.841 -4.493
39 C -0.878 5.952 -3.394
40 N -0.108 4.632 -5.214
41 H 4.212 6.504 -3.954
42 H 4.624 5.623 -5.331
43 H 4.144 4.629 -4.033
44 H 1.673 4.703 -3.528
45 H 1.658 6.456 -3.201
46 H 0.186 6.685 -5.182
47 H -1.817 6.246 -3.863
48 H -0.637 6.693 -2.632
49 H -1.064 5.006 -2.886
50 H 0.329 3.910 -4.659
51 H 0.213 4.665 -6.171
52 C -7.987 3.755 1.557
53 O -7.881 2.957 2.686
54 C -6.687 2.162 2.845
55 C -6.597 1.680 4.260
56 C -6.790 2.869 5.313
57 N -5.378 0.949 4.619
58 H -7.317 4.596 1.734
59 H -8.979 4.157 1.352
60 H -7.763 3.297 0.594
61 H -6.570 1.275 2.222
62 H -5.769 2.644 2.507
63 H -7.407 1.004 4.535
64 H -5.798 3.260 5.540
65 H -7.226 2.670 6.292
66 H -7.366 3.684 4.875
67 H -5.086 0.256 3.946
68 H -5.612 0.396 5.431
69 C 3.803 5.430 3.227
70 O 4.038 4.492 4.396
71 C 4.143 4.958 5.754
72 C 3.877 3.634 6.664
73 C 2.495 2.948 6.366
74 N 4.046 3.743 8.082
75 H 2.748 5.693 3.140
76 H 4.039 5.006 2.252
77 H 4.251 6.424 3.220
78 H 5.075 5.479 5.971
79 H 3.336 5.637 6.031
80 H 4.597 2.892 6.319
81 H 1.741 3.597 6.813
82 H 2.323 1.906 6.635
83 H 2.282 3.087 5.306
84 H 3.268 4.075 8.634
85 H 4.932 4.108 8.402
86 C -2.390 -4.352 -8.072
87 O -3.769 -4.008 -8.086
88 C -4.277 -3.445 -6.942
89 C -4.435 -4.420 -5.716
90 C -5.710 -5.293 -5.870
91 N -4.554 -3.830 -4.375
92 H -2.069 -4.898 -8.959
93 H -2.197 -4.956 -7.185
94 H -1.795 -3.441 -8.008
95 H -3.627 -2.599 -6.719
96 H -5.254 -2.986 -7.098
97 H -3.526 -5.022 -5.703
98 H -6.556 -4.610 -5.795
99 H -5.904 -6.084 -5.146
100 H -5.950 -5.624 -6.880
101 H -5.504 -4.072 -4.129
102 H -4.553 -2.848 -4.608
103 O 3.465 -0.899 -11.536
104 H 2.845 -0.247 -11.211
105 H 4.139 -0.386 -11.982
106 O 1.053 3.041 -10.295
107 H 1.198 3.985 -10.233
108 H 0.358 2.947 -10.947
109 O 7.588 -1.740 2.430
110 H 6.882 -1.330 2.930
111 H 7.187 -2.516 2.040
112 O 4.985 -4.837 0.204
113 H 4.510 -4.007 0.247
114 H 5.035 -5.037 -0.730
115 O 5.138 -6.797 -4.453
116 H 4.671 -7.225 -5.171
117 H 5.599 -7.508 -4.008

Output
SMILES string: COC[C@H](C)N.COC[C@H](C)N.COC[C@H](C)N.COC[C@H](C)N.COC[C@H](C)N.COC[C@H](C)N.O.O.O.O.O
E_HOMO, eV: -8.839
M, g/mol: 624.90
Gap between HOMO and LUMO, eV: 9.181
LUMO energy, eV: 0.342

Computed energies relative to the best structure, in hartree: <1> 0.0000; <2> 0.0683

<1>
Molecular formula: H25O12
Method: DFT, ωB97M-V with the def2-TZVPD basis set

Cartesian coordinates (Å):
1 O 1.439 -0.849 2.151
2 H 2.346 -0.529 2.176
3 H 0.751 -0.311 1.940
4 O 1.923 1.504 1.570
5 H 1.939 1.812 0.580
6 H -0.751 -0.542 -2.675
7 O 1.183 4.287 0.547
8 H -1.838 -4.389 -0.480
9 O -2.007 0.466 -3.028
10 H 0.379 4.802 0.377
11 H -1.605 1.225 -3.414
12 O -0.755 1.088 0.219
13 H -0.711 2.069 0.491
14 H -0.943 1.084 -0.754
15 O -1.953 -1.345 2.441
16 H -2.679 -1.873 2.884
17 H -2.222 -0.611 1.992
18 O -0.053 -0.948 -2.150
19 H -0.018 -0.939 -0.068
20 H -3.599 0.070 3.518
21 O 0.323 -1.914 0.102
22 H -0.500 -2.491 0.371
23 H 2.115 2.286 2.060
24 O -1.239 -4.062 0.101
25 H 0.882 -1.688 0.940
26 H -1.102 -4.790 0.806
27 O 3.874 -1.010 -0.093
28 H 3.474 -1.500 -0.701
29 H 4.572 -0.419 -0.382
30 O -3.349 0.903 3.712
31 H -2.383 -0.033 -3.751
32 H -2.739 1.349 2.998
33 O 0.663 1.149 -3.714
34 H 0.585 -0.985 -2.824
35 H 0.332 1.181 -4.626
36 H 1.931 4.647 0.271
37 H 1.734 1.305 -3.586

Output
Multiplicity: 2
E_HOMO (alpha / beta), eV: -2.465 / -10.371
M, g/mol: 217.19
Gap between HOMO and LUMO (alpha / beta), eV: 2.452 / 10.240
LUMO energy (alpha / beta), eV: -0.013 / -0.131

<2>
Molecular formula: H25O12
Method: DFT, ωB97M-V with the def2-TZVPD basis set

Cartesian coordinates (Å):
1 O 2.938 -0.621 2.998
2 H 2.753 -1.573 -1.070
3 H -1.548 1.395 -2.757
4 O 0.875 0.911 3.000
5 H 1.601 0.333 2.966
6 H -1.057 0.478 1.938
7 O -2.436 -0.959 0.127
8 H 1.470 2.321 1.226
9 O -2.672 -2.954 -1.054
10 H -2.379 -1.282 -1.009
11 H -2.660 -3.408 -0.147
12 O -0.474 -1.398 -1.839
13 H -0.479 -1.375 -2.725
14 H 0.446 -1.262 -1.449
15 O 2.143 -1.936 -0.395
16 H -0.135 -4.282 1.283
17 H 2.454 -1.581 0.353
18 O -0.843 0.540 1.051
19 H -2.105 0.043 0.264
20 H 3.410 -0.497 2.182
21 O -1.982 0.733 -2.228
22 H -2.706 0.175 -2.750
23 H 1.381 1.738 3.382
24 O 1.752 3.338 1.219
25 H -1.489 -1.445 0.276
26 H 2.720 3.263 1.236
27 O -1.696 2.592 -0.509
28 H -1.034 3.215 -0.753
29 H -2.427 2.721 -1.077
30 O -0.517 -3.682 0.713
31 H -2.034 -3.333 -1.575
32 H 3.475 -1.115 3.603
33 O 0.998 3.422 -2.279
34 H -0.550 1.396 0.638
35 H 1.579 4.003 -1.804
36 H 0.029 -3.300 0.118
37 H 1.199 3.386 -3.153

Output
Multiplicity: 2
E_HOMO (alpha / beta), eV: -2.699 / -10.605
M, g/mol: 217.19
Gap between HOMO and LUMO (alpha / beta), eV: 2.772 / 10.552
LUMO energy (alpha / beta), eV: 0.073 / -0.053

Computed energies relative to the best structure, in hartree: <1> 0.0000; <2> 0.0069

<1>
Molecular formula: C8H15N3O5
Method: DFT, ωB97M-V with the def2-TZVPD basis set

Cartesian coordinates (Å):
1 N -4.491 -0.328 1.019
2 C -3.673 -0.888 0.134
3 O -3.963 -1.166 -1.057
4 C -2.151 -1.089 0.689
5 C -1.048 -1.087 -0.320
6 C -0.623 0.460 -0.699
7 N 0.631 0.923 -0.195
8 C 1.805 0.371 -0.623
9 O 1.698 -0.333 -1.641
10 C 3.088 0.689 -0.026
11 N 2.807 0.798 1.418
12 C 4.112 -0.279 -0.332
13 O 3.481 -1.488 0.018
14 C -1.644 1.695 -0.551
15 O -1.477 2.592 0.169
16 O -2.921 1.531 -1.122
17 H -5.483 -0.373 0.928
18 H -4.101 0.110 1.864
19 H -2.003 -0.277 1.387
20 H -2.165 -1.874 1.453
21 H -1.107 -1.759 -1.244
22 H -0.115 -1.441 0.069
23 H -0.459 0.371 -1.791
24 H 0.692 1.770 0.399
25 H 3.499 1.702 -0.294
26 H 3.697 0.992 1.861
27 H 2.439 -0.116 1.770
28 H 4.489 -0.162 -1.331
29 H 4.929 -0.241 0.362
30 H 3.087 -1.702 -0.921
31 H -3.029 0.596 -1.394

Output
SMILES string: NC(=O)CC[C@H](NC(=O)[C@@H](N)CO)C(=O)O
E_HOMO, eV: -9.519
M, g/mol: 233.22
Gap between HOMO and LUMO, eV: 10.118
LUMO energy, eV: 0.600

<2>
Molecular formula: C8H15N3O5
Method: DFT, ωB97M-V with the def2-TZVPD basis set

Cartesian coordinates (Å):
1 N 2.996 -1.722 -0.638
2 C 3.570 -0.823 0.165
3 O 4.753 -0.895 0.476
4 C 2.693 0.327 0.638
5 C 2.182 1.258 -0.512
6 C 0.710 1.599 -0.516
7 N 0.283 2.485 0.585
8 C -0.170 0.392 -0.573
9 O 0.301 -0.729 -0.969
10 N -1.446 0.555 -0.224
11 C -2.420 -0.551 -0.285
12 C -2.120 -1.646 0.788
13 O -1.088 -2.546 0.537
14 C -3.870 -0.003 -0.073
15 O -4.078 1.078 0.459
16 O -4.829 -0.827 -0.508
17 H 3.523 -2.389 -1.144
18 H 1.961 -1.712 -0.740
19 H 3.318 0.949 1.320
20 H 1.896 -0.013 1.266
21 H 2.768 2.220 -0.569
22 H 2.394 0.782 -1.470
23 H 0.554 2.189 -1.454
24 H 0.476 2.162 1.533
25 H 0.826 3.317 0.399
26 H -1.693 1.449 0.136
27 H -2.327 -0.965 -1.248
28 H -2.009 -1.143 1.766
29 H -2.984 -2.262 1.031
30 H -0.439 -2.042 -0.006
31 H -5.732 -0.498 -0.170

Output
SMILES string: NC(=O)CC[C@H](N)C(=O)N[C@@H](CO)C(=O)O
E_HOMO, eV: -9.384
M, g/mol: 233.22
Gap between HOMO and LUMO, eV: 9.722
LUMO energy, eV: 0.338

Computed energies relative to the best structure, in hartree: <1> 0.0679; <2> 0.0000

<1>
Molecular formula: C2H16NO5
Method: DFT, ωB97M-V with the def2-TZVPD basis set

Cartesian coordinates (Å):
1 C 1.567 0.963 0.785
2 O 0.597 2.005 0.559
3 C 1.206 -0.460 0.157
4 N -0.336 -0.373 0.106
5 H 1.616 1.006 1.882
6 H 2.470 1.378 0.374
7 H 0.797 2.954 0.341
8 H 1.599 -0.685 -0.813
9 H 1.565 -1.254 0.861
10 H -0.687 -0.111 -0.788
11 H -0.647 0.376 0.783
12 H -0.848 -1.221 0.270
13 H -1.492 -1.531 2.894
14 H -0.550 -2.731 3.298
15 O -1.159 -2.392 2.628
16 H -2.681 0.562 -3.228
17 H -2.720 0.724 -1.676
18 O -2.065 0.596 -2.485
19 H 2.239 3.135 -1.315
20 H 3.260 2.202 -1.650
21 O 3.002 2.719 -0.916
22 H -2.476 -3.163 -1.407
23 H -2.189 -3.336 0.126
24 O -2.067 -2.766 -0.578

Output
Charge: +1
E_HOMO, eV: -14.313
M, g/mol: 134.15
Gap between HOMO and LUMO, eV: 11.365
LUMO energy, eV: -2.948

<2>
Molecular formula: C2H16NO5
Method: DFT, ωB97M-V with the def2-TZVPD basis set

Cartesian coordinates (Å):
1 C -0.539 -0.316 2.785
2 O -1.108 -1.618 2.991
3 C -0.368 -0.279 1.248
4 N 0.902 -0.994 0.923
5 H 0.246 -0.099 3.503
6 H -1.458 0.320 2.958
7 H -0.734 -2.039 3.809
8 H -1.275 -0.837 0.825
9 H -0.279 0.790 0.927
10 H 1.190 -0.620 -0.025
11 H 0.827 -2.049 0.967
12 H 1.599 -0.454 1.493
13 H 3.302 0.931 -0.543
14 H 4.248 -0.111 0.238
15 O 3.350 0.212 0.137
16 H -0.442 0.203 -1.475
17 H 0.540 1.209 -2.080
18 O 0.490 0.377 -1.588
19 H -3.643 0.660 -1.290
20 H -2.777 -0.363 -2.005
21 O -2.762 0.553 -1.657
22 H 0.053 1.068 -4.547
23 H -1.122 1.835 -3.948
24 O -0.240 1.623 -3.646

Output
Charge: +1
E_HOMO, eV: -14.037
M, g/mol: 134.15
Gap between HOMO and LUMO, eV: 11.289
LUMO energy, eV: -2.748

Computed energies relative to the best structure, in hartree: <1> 0.0081; <2> 0.0000